Entry 1:
Here is a 2-piece molecular cluster, C4H5NS overall from the OMol25 dataset. Energies are from the ωB97M-V functional and the def2-TZVPD basis.

Structure (XYZ):
```
11
Properties=species:S:1:pos:R:3:forces:R:3
C -0.831197 -0.010668 0.456001 -1.175 -0.227 0.370
C -1.870875 0.602791 0.030245 0.076 -0.575 -0.561
C 0.178743 -0.518264 1.086847 1.504 0.957 2.072
C 1.044862 -1.444892 0.450622 0.479 -0.317 -1.514
N 1.148378 -2.468922 -0.227898 -0.266 1.697 1.792
S 2.877015 0.865656 -0.118210 -1.714 -0.782 0.027
H -1.771744 1.277190 -0.742905 0.727 1.985 -1.426
H -2.888561 0.354303 0.073125 -1.184 -0.902 0.964
H 0.505930 0.103407 1.995396 -0.152 -1.468 -1.295
H 2.026096 -2.516127 -0.714580 0.488 -0.334 -0.545
H 1.546099 1.147766 -0.390375 1.216 -0.034 0.116
```
Forces are in eV/Å.

The HOMO-LUMO gap (alpha / beta) comes out at 0.288 / 0.223 hartree. The spin multiplicity is 1. The calculation puts the HOMO energy (alpha / beta) at -8.684 / -7.752 eV. The total energy comes out at -16548.9459 eV. The energy relative to the best compared isomer or geometry (same formula, charge and spin) is 118.05 kcal/mol.

=====

Entry 2:
Here is C4H5NS in the gas phase from the OMol25 dataset. Energies are from the ωB97M-V functional and the def2-TZVPD basis.

Structure (XYZ):
```
11
Properties=species:S:1:pos:R:3:forces:R:3
C 0.155757 -0.653723 -1.830320 -0.877 -2.144 1.045
C 0.204636 1.097375 -0.103170 -1.049 0.669 -0.208
C -0.353608 -1.288994 0.763728 1.091 1.234 -0.872
C -0.040923 0.109697 1.091201 -1.189 -0.434 -3.197
N 0.306811 0.460606 -1.447225 0.825 3.217 1.291
S -1.724848 -0.524062 1.467008 0.142 0.251 0.317
H 0.025197 -1.055398 -2.834305 0.247 -0.031 0.059
H -0.669299 1.812890 -0.257936 1.111 -0.816 0.482
H 1.092968 1.728819 0.219214 -0.828 -0.857 -1.146
H 0.332346 -2.017434 1.117854 -0.222 -1.153 0.376
H 0.670964 0.330225 1.813950 0.748 0.065 1.853
```
Forces are in eV/Å.

The HOMO-LUMO gap (alpha / beta) comes out at 0.297 / 0.267 hartree. The spin multiplicity is 1. The calculation puts the HOMO energy (alpha / beta) at -7.609 / -7.116 eV. The total energy comes out at -16549.0379 eV. The energy relative to the best compared isomer or geometry (same formula, charge and spin) is 115.93 kcal/mol.

=====

Entry 3:
Here is C4H5NS2 in the gas phase from the OMol25 dataset. Energies are from the ωB97M-V functional and the def2-TZVPD basis.

Structure (XYZ):
```
12
Properties=species:S:1:pos:R:3:forces:R:3
C -0.875752 1.550371 -0.224211 -1.987 0.310 0.832
C -0.275929 0.398680 0.110263 2.504 3.517 -0.100
C 1.310783 0.420995 0.343679 0.181 -1.060 -1.426
S 1.902750 -1.338653 0.054755 -2.596 0.121 0.074
N 0.180597 -1.754252 -0.316898 -1.766 -2.018 0.450
C -0.884758 -0.870923 0.029731 1.901 -3.225 -0.200
S -2.455944 -1.313818 0.177181 0.270 0.044 -0.127
H -2.040581 1.684428 -0.118460 2.459 -0.573 -0.775
H -0.284888 2.433823 -0.493584 -0.285 -0.279 0.461
H 1.637240 0.715586 1.371429 -0.494 0.045 -1.066
H 1.906465 0.874544 -0.514615 -1.185 0.440 1.504
H -0.119986 -2.800779 -0.419269 0.998 2.678 0.373
```
Forces are in eV/Å.

The HOMO-LUMO gap comes out at 0.292 hartree. The spin multiplicity is 1. The calculation puts the HOMO energy at -8.279 eV. The total energy comes out at -27387.3765 eV. The energy relative to the best compared isomer or geometry (same formula, charge and spin) is 53.95 kcal/mol. The structure (SMILES) is C=C1CSNC1=S.

=====

Entry 4:
Here is an isolated ion of composition C4H5O and charge +1 from the OMol25 dataset. Energies are from the ωB97M-V functional and the def2-TZVPD basis.

Structure (XYZ):
```
10
Properties=species:S:1:pos:R:3:forces:R:3
C 0.197468 -0.693035 -0.666589 -0.441 0.209 0.958
C -0.776989 -0.465768 0.265511 -0.838 -5.182 -3.893
C 1.318011 0.252795 -0.685971 3.024 -1.367 -2.646
C -0.942490 0.516082 1.075341 0.961 4.053 1.997
O 1.369827 1.234168 -0.016371 -0.249 0.484 0.152
H 0.169554 -1.538245 -1.335493 -0.049 -0.080 -0.109
H -1.667379 -1.086940 0.128773 -0.086 -0.156 -0.235
H 2.243651 -0.151835 -1.422992 -1.960 1.168 1.996
H -1.847104 1.073463 1.100561 -0.871 0.169 0.604
H -0.064550 0.859315 1.557231 0.510 0.702 1.177
```
Forces are in eV/Å.

The HOMO-LUMO gap comes out at 0.282 hartree. The spin multiplicity is 1. The calculation puts the HOMO energy at -15.896 eV. The total energy comes out at -6264.9420 eV. Its net charge is +1. The energy relative to the best compared isomer or geometry (same formula, charge and spin) is 53.95 kcal/mol.

=====

Entry 5:
Here is a 2-piece molecular cluster, C4H5O2 overall from the OMol25 dataset. Energies are from the ωB97M-V functional and the def2-TZVPD basis.

Structure (XYZ):
```
11
Properties=species:S:1:pos:R:3:forces:R:3
O 0.731672 0.351223 -0.769357 0.435 0.378 0.266
C 1.776881 0.386095 -1.654294 0.041 0.047 -0.109
C -0.730970 -1.135261 -2.106237 -0.041 0.249 -0.099
C -0.368359 -0.281497 -1.182281 -0.624 -0.940 0.374
H 2.728801 0.608395 -1.178836 -0.349 0.036 -0.293
H 1.531486 0.534341 -2.707319 0.180 -0.067 0.344
H -1.223034 -0.356846 -0.456756 0.313 0.293 -0.476
O -2.296232 -0.053534 2.676870 0.746 0.000 -0.125
C -1.100065 -0.028116 2.515563 -0.570 0.097 0.061
H -0.558282 -0.877488 2.052417 -0.038 0.100 0.091
H -0.491897 0.852688 2.810230 -0.092 -0.192 -0.034
```
Forces are in eV/Å.

The HOMO-LUMO gap (alpha / beta) comes out at 0.278 / 0.342 hartree. The spin multiplicity is 2. The calculation puts the HOMO energy (alpha / beta) at -8.497 / -10.262 eV. The total energy comes out at -8316.1615 eV. The energy relative to the best compared isomer or geometry (same formula, charge and spin) is 68.59 kcal/mol.

=====

Entry 6:
Here is C4H5O2Pt as an isolated structure from the OMol25 dataset. Energies are from the ωB97M-V functional and the def2-TZVPD basis.

Structure (XYZ):
```
12
Properties=species:S:1:pos:R:3:forces:R:3
H 1.994819 2.601400 0.744773 0.010 0.094 -0.003
O 1.557235 1.807517 1.064503 -0.051 -0.263 0.009
C 0.319149 1.670693 0.398178 0.155 0.167 -0.409
C -0.313066 0.406292 0.789260 -0.857 -0.822 0.937
C -0.926941 -0.539409 1.244060 0.342 0.736 -0.682
H 0.452231 1.673391 -0.697123 -0.062 0.040 0.192
H -0.364583 2.499936 0.648571 0.056 -0.329 -0.040
H -1.581675 -1.285663 1.659607 0.376 0.204 -0.065
C -0.139436 -2.253267 -1.055862 1.202 2.269 0.338
O -0.631018 -1.466566 -1.916120 1.737 5.202 1.687
Pt -1.162555 -3.189152 -2.334288 -2.473 -6.570 -2.112
H 0.795841 -1.925170 -0.545558 -0.434 -0.728 0.148
```
Forces are in eV/Å.

The HOMO-LUMO gap (alpha / beta) comes out at 0.238 / 0.182 hartree. The spin multiplicity is 3. The calculation puts the HOMO energy (alpha / beta) at -13.366 / -13.359 eV. The total energy comes out at -11554.1233 eV. Its net charge is +1. The energy relative to the best compared isomer or geometry (same formula, charge and spin) is 1.75 kcal/mol.

=====

Entry 7:
Here is C4H5O2Sn as an isolated structure from the OMol25 dataset. Energies are from the ωB97M-V functional and the def2-TZVPD basis.

Structure (XYZ):
```
12
Properties=species:S:1:pos:R:3:forces:R:3
H -1.539286 1.155800 2.097363 0.070 -0.180 0.045
O -1.212865 1.521943 1.272640 -1.599 0.908 1.881
Sn 0.470119 1.071555 0.420870 2.516 -0.567 -0.844
O -2.266773 -0.262144 -4.640282 0.072 -0.196 0.699
C -2.149592 -0.560066 -3.477280 -0.303 0.212 -0.415
C -0.903640 -0.296358 -2.662614 0.823 -0.973 -0.500
C -1.184441 0.171774 -1.294564 -1.350 1.365 1.313
C -1.937249 0.834105 -0.539589 0.336 -0.315 -3.442
H -2.952974 -1.090515 -2.918664 0.047 0.131 -0.174
H -0.228467 0.354725 -3.236876 -0.347 0.278 0.409
H -0.353277 -1.254446 -2.701761 -0.165 0.077 0.368
H -2.517688 1.751255 -0.508745 -0.099 -0.740 0.660
```
Forces are in eV/Å.

The HOMO-LUMO gap (alpha / beta) comes out at 0.213 / 0.321 hartree. The spin multiplicity is 2. The calculation puts the HOMO energy (alpha / beta) at -5.994 / -8.888 eV. The total energy comes out at -14150.3747 eV. The energy relative to the best compared isomer or geometry (same formula, charge and spin) is 3.01 kcal/mol.

=====

Entry 8:
Here is C4H5O3Rh as an isolated structure from the OMol25 dataset. Energies are from the ωB97M-V functional and the def2-TZVPD basis.

Structure (XYZ):
```
13
Properties=species:S:1:pos:R:3:forces:R:3
O -0.116305 -0.921886 0.625345 1.190 -1.767 0.273
C -1.499065 -1.076254 0.514562 1.696 -1.673 -2.903
C -2.084871 -0.265760 -0.620026 -1.530 -0.089 0.351
O -1.630883 1.052283 -0.660702 -1.030 -0.263 -0.011
Rh 0.131897 0.995931 0.004028 0.283 4.027 -0.759
H -1.748173 -2.152139 0.411958 -0.309 0.473 0.844
H -3.187545 -0.315900 -0.480445 0.331 0.174 -0.230
H -1.881393 -0.782053 -1.592498 0.106 0.043 0.496
O 2.084020 0.933559 0.129307 1.861 -1.416 -0.616
C 2.214506 -0.259183 -0.459834 -0.232 1.595 2.187
C 1.168411 -1.115028 -0.545615 -1.087 -1.663 0.703
H 3.232889 -0.560859 -0.758033 -0.587 0.116 -0.522
H 1.307112 -2.158045 -0.845282 -0.691 0.444 0.184
```
Forces are in eV/Å.

The HOMO-LUMO gap (alpha / beta) comes out at 0.307 / 0.284 hartree. The spin multiplicity is 5. The calculation puts the HOMO energy (alpha / beta) at -8.115 / -9.386 eV. The total energy comes out at -13371.3021 eV.

=====

Entry 9:
Here is C4H5O3S as an isolated structure from the OMol25 dataset. Energies are from the ωB97M-V functional and the def2-TZVPD basis.

Structure (XYZ):
```
13
Properties=species:S:1:pos:R:3:forces:R:3
C 0.153338 0.615815 0.589791 -0.149 1.172 1.156
C -1.026853 0.637530 2.092890 0.846 -0.129 -2.434
C -0.066927 -0.708801 -1.479389 0.542 -0.699 -0.867
C 0.410349 -0.741131 -0.009562 -1.737 0.204 -0.368
O -1.558826 1.675180 2.315863 -0.385 2.419 0.266
O -1.112138 -0.486572 2.476346 0.316 -2.344 0.806
O 2.008691 1.693353 -0.920761 -0.874 0.606 0.764
S 0.922745 1.983492 0.124236 0.438 -2.093 -0.496
H 0.291900 -0.039568 -2.257503 0.685 0.813 0.817
H -1.094722 -0.562026 -1.441026 -2.115 0.589 0.058
H -0.015204 -1.632498 -2.045364 0.407 -0.929 0.498
H -0.373835 -1.410140 0.534567 2.087 0.644 -0.658
H 1.461483 -1.024634 0.019915 -0.061 -0.254 0.458
```
Forces are in eV/Å.

The HOMO-LUMO gap comes out at 0.310 hartree. The spin multiplicity is 1. The calculation puts the HOMO energy at -4.694 eV. The total energy comes out at -21206.7432 eV. Its net charge is -1. The energy relative to the best compared isomer or geometry (same formula, charge and spin) is 37.31 kcal/mol.

=====

Entry 10:
Here is an isolated ion of composition C4H5O5S and charge -1 from the OMol25 dataset. Energies are from the ωB97M-V functional and the def2-TZVPD basis.

Structure (XYZ):
```
15
Properties=species:S:1:pos:R:3:forces:R:3
C -0.709141 0.785331 0.414708 -1.102 0.048 0.496
C -0.268945 -0.598862 0.012552 5.424 0.980 -1.107
O -1.132806 -1.580904 -0.248586 1.229 -0.067 -0.661
C 1.143206 -0.869957 -0.133971 -3.087 1.699 -0.092
C 1.626226 -2.182620 0.013841 3.021 -2.080 -0.352
O 1.014783 -3.204135 0.298314 0.060 0.142 -0.087
S 2.484555 0.415253 -0.121807 -1.672 0.261 2.138
O 3.773659 -0.279446 -0.128720 -0.912 0.492 -0.440
O 2.125350 1.023695 1.177206 0.853 -0.037 -0.400
O 2.198089 1.324547 -1.215171 0.364 -0.271 -0.595
H -1.761491 1.070179 0.233403 0.176 -0.649 -0.272
H -0.114428 1.588361 0.002461 0.499 -0.218 -0.324
H -0.573549 0.891046 1.494533 0.183 -0.126 0.057
H -1.799504 -1.436442 0.372428 -2.447 -0.018 1.339
H 2.841625 -2.210794 -0.109157 -2.589 -0.155 0.301
```
Forces are in eV/Å.

The HOMO-LUMO gap comes out at 0.298 hartree. The spin multiplicity is 1. The calculation puts the HOMO energy at -4.918 eV. The total energy comes out at -25301.9070 eV. Its net charge is -1. The energy relative to the best compared isomer or geometry (same formula, charge and spin) is 25.98 kcal/mol. The structure (SMILES) is C/C(O)=C(/C=O)S(=O)(=O)[O-].

=====

Record order is preserved below.
Max |F|: 2.7; 3.6; 4.3; 6.5; 1.2; 7.3; 3.5; 4.1; 2.6; 5.6 eV Å⁻¹